1.
Here is C30H28ClN7O6PbS2 as an isolated structure from OMol25. Energies are from wB97M-V/def2-TZVPD.

CARTESIAN COORDINATES (ANGSTROEM)
Pb (0.18145, -1.26598, 0.41039)
C (-3.65164, 0.58895, 1.57672)
C (-4.12436, -0.25887, 0.42900)
C (-5.17252, 0.17144, -0.37197)
C (-5.67248, -0.63778, -1.37990)
Cl (-7.02678, -0.10554, -2.31803)
C (-5.10373, -1.87137, -1.64339)
C (-4.03528, -2.30001, -0.87176)
C (-3.57774, -1.51984, 0.18011)
O (-2.57841, -1.94749, 1.03269)
C (-2.47692, -3.34573, 1.27221)
C (-1.40419, -4.13310, 0.47480)
O (-1.61177, -5.32207, 0.32675)
O (-0.32255, -3.52074, 0.10529)
H (-3.80770, 1.64612, 1.36825)
H (-2.59777, 0.42615, 1.79342)
H (-4.21644, 0.33722, 2.47651)
H (-5.63259, 1.13453, -0.19002)
H (-5.49628, -2.50241, -2.42741)
H (-3.57158, -3.25353, -1.09071)
H (-3.44101, -3.83297, 1.14172)
H (-2.18739, -3.42769, 2.32396)
N (6.35831, -1.66803, -1.94092)
C (5.09825, -1.62400, -1.45442)
C (4.35979, -2.79324, -1.20919)
C (3.08888, -2.69291, -0.70257)
N (2.50707, -1.52308, -0.41271)
C (3.20438, -0.40428, -0.64284)
C (4.47608, -0.40145, -1.15219)
H (6.75202, -2.53662, -2.25320)
H (6.82726, -0.82012, -2.20283)
H (4.78804, -3.76315, -1.42479)
H (2.48705, -3.57786, -0.52351)
H (2.70271, 0.52857, -0.40762)
H (4.99594, 0.53210, -1.31995)
O (-1.55125, 8.72701, -2.19716)
S (-2.05408, 7.93670, -1.08827)
O (-1.03112, 7.32024, -0.26438)
O (-3.16992, 8.49763, -0.35603)
C (-2.78644, 6.50782, -1.99416)
N (-3.86221, 6.66261, -2.76460)
C (-4.27411, 5.59561, -3.42664)
C (-3.68783, 4.34047, -3.28256)
C (-2.58736, 4.27633, -2.44017)
N (-2.12643, 5.37325, -1.84376)
C (-1.85894, 3.04009, -2.07412)
C (-2.13654, 1.77757, -2.58771)
C (-1.46908, 0.68344, -2.06933)
N (-0.55237, 0.77508, -1.10625)
C (-0.24048, 1.99711, -0.65694)
C (-0.85372, 3.14292, -1.10380)
H (-5.12954, 5.73816, -4.07875)
H (-4.09636, 3.47341, -3.78365)
H (-2.87848, 1.62482, -3.35919)
H (-1.69491, -0.31849, -2.41866)
H (0.52531, 2.04600, 0.11261)
H (-0.60263, 4.12448, -0.72218)
N (0.96524, -4.25074, 3.20406)
C (1.57621, -3.06475, 3.09656)
S (0.59423, -1.67059, 3.15905)
N (2.91918, -3.10379, 3.03221)
C (3.93936, -2.11755, 3.00649)
C (3.74446, -0.75446, 3.21278)
C (4.82977, 0.10756, 3.16586)
C (6.10816, -0.36695, 2.92622)
C (6.30644, -1.72728, 2.74782)
C (5.23156, -2.59551, 2.78542)
H (-0.03953, -4.27281, 3.20380)
H (1.44786, -5.12856, 3.09491)
H (3.29934, -4.04004, 3.01006)
H (2.76244, -0.37385, 3.42912)
H (4.67445, 1.16550, 3.33115)
H (6.94865, 0.31282, 2.88924)
H (7.30308, -2.11628, 2.58856)
H (5.38945, -3.66020, 2.65051)

Calculated total energy in eV: -93721.3403
LUMO level in Eh: -0.0412
Frontier orbital gap in eV: 5.858
Max |F| in eV Å⁻¹: 0.824
E_HOMO in eV: -6.98


2.
Here is C6H6N2O2 in the gas phase from OMol25. Energies are from wB97M-V/def2-TZVPD.

CARTESIAN COORDINATES (ANGSTROEM)
C (2.18154, 0.94539, 1.62386)
C (0.83322, 1.14432, 1.46126)
C (0.04072, 0.38122, 0.44189)
C (-1.25146, 0.59514, 0.39741)
C (-2.02437, -0.10836, -0.67791)
O (-3.29240, 0.05897, -0.76380)
N (-1.24327, -0.89114, -1.41574)
C (0.02886, -1.13961, -1.20741)
O (0.61286, -1.97977, -2.15764)
N (0.73498, -0.44300, -0.35545)
H (2.77226, 0.48273, 0.81667)
H (2.58171, 1.66615, 2.47137)
H (0.31498, 1.70864, 1.98600)
H (-1.86771, 1.16971, 1.17027)
H (-1.71718, -1.51965, -2.12389)
H (1.29524, -2.07073, -1.66688)

Calculated total energy in eV: -13392.1180
LUMO level in Eh: 0.0110
Relative energy (zero: lowest compared OMol25 entry of this formula, charge and spin) in eV: 2.509
Frontier orbital gap in eV: 9.367
Max |F| in eV Å⁻¹: 10.751
SMILES string: C=Cc1cc(=O)[nH]c(O)n1
E_HOMO in eV: -9.07